Entry 1:
This record from OMol25 describes a cluster of 13 separate species, H26O13 in total. The level of theory is the ωB97M-V functional and the def2-TZVPD basis.

ORCA input file:
```
! wB97M-V def2-TZVPD RIJCOSX def2/J DEFGRID3
* xyz 0 1
O -0.32 4.98 -26.33
H -0.24 5.80 -25.80
H -1.27 4.91 -26.51
O 0.03 10.05 -26.82
H 0.04 10.32 -25.90
H 0.65 10.65 -27.25
O -5.21 7.79 -29.77
H -5.59 8.67 -29.83
H -5.25 7.57 -28.83
O -2.21 6.87 -28.81
H -1.83 7.74 -29.05
H -2.56 6.51 -29.63
O -1.50 9.51 -29.43
H -1.94 10.29 -29.09
H -0.88 9.27 -28.73
O -4.77 7.25 -23.96
H -4.50 6.44 -24.42
H -4.35 7.96 -24.46
O -0.36 7.45 -25.09
H -0.84 7.66 -24.28
H -0.39 8.26 -25.62
O -4.97 10.27 -25.17
H -4.39 10.63 -25.85
H -5.49 11.03 -24.88
O -6.28 7.95 -26.54
H -5.50 8.09 -26.00
H -6.70 8.81 -26.59
O -3.26 7.83 -26.57
H -2.54 8.47 -26.54
H -3.07 7.26 -27.35
O -3.09 11.24 -27.47
H -3.79 11.78 -27.87
H -2.28 11.75 -27.61
O -5.50 5.37 -27.42
H -5.78 6.30 -27.38
H -5.92 5.01 -28.21
O -3.96 4.63 -25.11
H -4.40 5.02 -25.88
H -3.61 3.79 -25.42
*
```

## Properties
HOMO-LUMO gap	9.269	eV
E_tot	-993.70989	a.u.
HOMO	-10.01	eV
energy relative to the best compared isomer or geometry (same formula, charge and spin)	39.7	kcal/mol


Entry 2:
This record from OMol25 describes a structure of composition C35H43BrNO5ReSi3Te at a distorted geometry. The level of theory is the ωB97M-V functional and the def2-TZVPD basis.

ORCA input file:
```
! wB97M-V def2-TZVPD RIJCOSX def2/J DEFGRID3
* xyz -1 2
Re -0.18 -0.16 0.06
C -3.24 0.78 3.83
Si -1.70 0.06 3.00
C -2.08 -1.76 2.70
C -0.39 0.15 4.33
C -1.30 1.03 1.42
Si -0.35 2.63 1.75
C 1.41 2.36 2.34
C -0.21 3.74 0.23
C -1.19 3.66 3.08
Si -2.83 1.31 0.43
C -3.95 -0.18 0.30
C -3.90 2.80 0.84
C -2.17 1.57 -1.32
C -2.71 2.32 -2.34
C -2.08 2.40 -3.58
C -0.90 1.69 -3.76
C -0.40 0.93 -2.73
N -1.02 0.88 -1.53
H -3.49 0.17 4.70
H -4.12 0.80 3.19
H -3.06 1.80 4.18
H -1.73 -2.33 3.56
H -1.60 -2.17 1.82
H -3.15 -1.92 2.59
H -0.77 -0.40 5.19
H -0.20 1.18 4.66
H 0.56 -0.31 4.03
H 2.02 1.84 1.60
H 1.47 1.78 3.26
H 1.86 3.33 2.51
H -0.02 3.17 -0.68
H 0.63 4.42 0.37
H -1.10 4.34 0.07
H -1.16 3.17 4.05
H -2.23 3.88 2.85
H -0.66 4.61 3.18
H -4.48 -0.40 1.23
H -3.37 -1.06 0.02
H -4.69 0.01 -0.48
H -4.25 2.75 1.87
H -4.79 2.83 0.20
H -3.36 3.74 0.71
H -3.62 2.87 -2.15
H -2.49 3.00 -4.37
H -0.36 1.71 -4.70
H 0.53 0.38 -2.82
O 1.27 -1.22 -1.29
C 0.81 -2.46 -1.90
C -0.60 -2.72 -1.35
O -1.22 -3.70 -1.66
O -1.07 -1.77 -0.58
C 1.72 -3.63 -1.58
C 2.31 -3.75 -0.33
C 3.11 -4.84 -0.02
C 3.31 -5.84 -0.96
C 2.69 -5.75 -2.20
C 1.90 -4.65 -2.50
C 0.78 -2.14 -3.40
C -0.41 -2.00 -4.11
C -0.38 -1.60 -5.44
C 0.83 -1.32 -6.06
C 2.01 -1.45 -5.34
C 1.99 -1.86 -4.03
H 2.07 -1.36 -0.74
H 2.11 -3.03 0.45
H 3.56 -4.91 0.96
H 3.93 -6.69 -0.73
H 2.82 -6.53 -2.93
H 1.41 -4.59 -3.47
H -1.36 -2.22 -3.63
H -1.31 -1.49 -5.98
H 0.85 -1.00 -7.09
H 2.96 -1.22 -5.81
H 2.91 -1.94 -3.47
Br 6.46 1.53 -3.24
C 4.37 0.43 -0.63
C 5.62 -0.05 -0.25
C 5.75 -0.81 0.91
C 4.65 -1.12 1.70
C 3.39 -0.65 1.32
C 3.28 0.14 0.18
C 2.18 -1.08 2.12
O 2.31 -1.61 3.21
O 1.01 -0.92 1.55
H 6.49 0.17 -0.86
H 6.73 -1.17 1.20
H 4.74 -1.72 2.59
H 2.31 0.53 -0.09
Te 3.99 1.56 -2.37
*
```

## Properties
HOMO-LUMO gap (alpha / beta)	4.008 / 3.342	eV
E_tot	-5579.44831	a.u.
HOMO (alpha / beta)	-3.26 / -2.65	eV
energy relative to the best compared isomer or geometry (same formula, charge and spin)	0.0	kcal/mol
⟨S²⟩	0.808


Entry 3:
This record from OMol25 describes the ion C2H5N3 with charge +2 at a distorted geometry. The level of theory is the ωB97M-V functional and the def2-TZVPD basis.

ORCA input file:
```
! wB97M-V def2-TZVPD RIJCOSX def2/J DEFGRID3
* xyz 2 1
C 0.03 0.60 -1.05
C -0.03 -0.10 0.18
N -0.29 0.20 1.38
N 0.33 -1.49 0.06
N 0.50 -2.54 -0.17
H 0.04 0.05 -2.01
H -0.68 1.39 -1.13
H 0.92 1.02 -1.31
H -0.67 1.17 1.73
H -0.16 -0.29 2.32
*
```

## Properties
HOMO-LUMO gap	10.879	eV
structure (SMILES)	CC(=[NH2+])[N+]#N
E_tot	-242.61990	a.u.
HOMO	-24.03	eV
energy relative to the best compared isomer or geometry (same formula, charge and spin)	45.4	kcal/mol


Entry 4:
This record from OMol25 describes a structure of composition C8H10CoF6N4O16 at a distorted geometry. The level of theory is the ωB97M-V functional and the def2-TZVPD basis.

ORCA input file:
```
! wB97M-V def2-TZVPD RIJCOSX def2/J DEFGRID3
* xyz -1 5
Co 0.53 -0.14 0.54
N -0.51 -0.04 3.62
O -1.34 -0.91 3.95
O 0.30 0.50 4.34
O -0.32 0.23 2.42
N -1.53 -2.73 0.55
O -0.91 -1.67 0.25
O -1.85 -3.52 -0.35
O -1.76 -3.08 1.72
N 1.69 -2.15 2.68
O 1.11 -3.22 2.87
O 2.20 -1.57 3.65
O 1.71 -1.56 1.55
N 2.40 1.95 2.07
O 1.94 1.40 1.06
O 2.77 1.21 3.00
O 2.34 3.14 2.23
C -2.22 3.27 2.37
C -1.35 3.72 1.18
O -2.12 3.31 0.06
C -1.85 2.12 -0.56
O -1.00 1.30 -0.22
C -2.73 1.88 -1.79
F -3.61 2.86 -2.04
F -1.92 1.70 -2.88
F -3.40 0.75 -1.57
H -3.15 3.84 2.32
H -1.80 3.54 3.34
H -2.37 2.19 2.39
H -0.33 3.33 1.19
H -1.21 4.80 1.12
C 0.86 -3.99 -3.08
C 0.71 -2.75 -2.31
O 1.37 -1.79 -3.04
C 1.66 -0.62 -2.63
O 1.22 -0.17 -1.54
C 2.56 0.15 -3.61
F 1.79 0.51 -4.61
F 3.09 1.16 -2.98
F 3.54 -0.66 -4.02
H 0.51 -3.89 -4.11
H 0.29 -4.78 -2.60
H 1.92 -4.26 -3.08
H 1.10 -2.85 -1.30
H -0.33 -2.50 -2.14
*
```

## Properties
HOMO-LUMO gap (alpha / beta)	8.513 / 4.763	eV
E_tot	-3715.18201	a.u.
HOMO (alpha / beta)	-6.36 / -5.94	eV
energy relative to the best compared isomer or geometry (same formula, charge and spin)	6.0	kcal/mol
⟨S²⟩	6.017